Run i
Density functional theory data (wB97M-V/def2-TZVPD) for a cluster of 2 separate species, H4O2 in total.

Positions of all 6 atoms, in Å:
O  -1.706  0.131  -0.123
H  -1.955  -0.750  0.213
H  -0.745  0.001  -0.120
O  1.167  -0.034  -0.123
H  2.093  -0.250  -0.051
H  1.146  0.902  0.204

The spin multiplicity is 1. As for the charge: 0. The LUMO energy is 0.0232 hartree. As for the SMILES: O.O. As for the HOMO energy: -11.0 eV.

=====

Run ii
Density functional theory data (wB97M-V/def2-TZVPD) for a cluster of 2 separate species, H4O2 in total.

Positions of all 6 atoms, in Å:
O  -3.776  -0.836  -6.313
H  -4.589  -0.327  -6.323
H  -4.022  -1.757  -6.188
O  3.917  0.819  6.189
H  3.045  0.803  6.601
H  4.464  1.336  6.799

The spin multiplicity is 1. As for the charge: 0. The LUMO energy is 0.0404 hartree. As for the SMILES: O.O. As for the HOMO energy: -11.6 eV.

=====

Winner for stability: run i

=====

Run i
Density functional theory data (wB97M-V/def2-TZVPD) for a cluster of 2 separate species, H4O2 in total.

Positions of all 6 atoms, in Å:
O  -1.453  -0.085  0.026
H  -0.536  -0.372  -0.211
H  -1.333  0.859  -0.127
O  1.286  0.121  -0.029
H  1.420  -0.234  0.896
H  1.785  -0.539  -0.531

The spin multiplicity is 1. As for the charge: 0. The LUMO energy is 0.0216 hartree. As for the SMILES: O.O. As for the HOMO energy: -10.9 eV.

=====

Run ii
Density functional theory data (wB97M-V/def2-TZVPD) for a structure of composition H4O2.

Positions of all 6 atoms, in Å:
H  -0.747  -1.273  -0.376
H  -0.527  -1.739  0.233
O  -0.933  -0.386  -0.947
H  0.246  1.034  1.229
H  0.468  0.160  0.071
O  0.979  0.610  0.766

The spin multiplicity is 1. As for the charge: 0. The LUMO energy is -0.1431 hartree. As for the HOMO energy: -11.2 eV.

=====

Run iii
Density functional theory data (wB97M-V/def2-TZVPD) for a cluster of 2 separate species, H4O2 in total.

Positions of all 6 atoms, in Å:
O  0.121  0.441  0.812
H  -0.280  0.190  1.663
H  0.010  1.472  0.885
O  -0.088  -0.541  -1.484
H  -0.074  -1.447  -1.156
H  0.312  -0.113  -0.720

The spin multiplicity is 1. As for the charge: 0. The LUMO energy is 0.0179 hartree. As for the SMILES: O.O. As for the HOMO energy: -10.5 eV.

=====

Run iv
Density functional theory data (wB97M-V/def2-TZVPD) for a cluster of 2 separate species, H4O2 in total.

Positions of all 6 atoms, in Å:
O  1.116  -0.871  -0.042
H  0.496  -1.477  0.453
H  1.976  -0.948  0.366
O  -1.120  0.833  -0.001
H  -0.569  1.270  -0.639
H  -1.869  1.457  0.169

The spin multiplicity is 1. As for the charge: 0. The LUMO energy is 0.0389 hartree. As for the SMILES: O.O. As for the HOMO energy: -11.1 eV.

=====

Winner for stability: run i